The following is a DFT calculation (the ωB97M-V functional and the def2-TZVPD basis) of 5 unconnected molecules or ions with the total composition C36H36F4I3NO5.

Calculated values
* frontier orbital gap: 0.30163 Ha
* DFT total energy: -3116.84840 hartree
* SMILES: CC[C@H](I)[C@]1(CC(=O)O)OC(=O)O[C@@]1(CN)/C(I)=C(/C)I.Fc1ccccc1.Fc1ccccc1.Fc1ccccc1.Fc1ccccc1

The geometry in ORCA input format:
```
! RIJCOSX wB97M-V def2-TZVPD def2/J DEFGRID3
* xyz 0 1
C -3.228 1.945 -0.993
C -2.861 0.578 -0.393
C -1.918 -0.174 -1.328
I -2.988 -1.146 -2.947
C -0.806 -1.033 -0.646
C 0.437 -0.110 -0.572
C 0.236 1.219 0.132
O 0.016 2.231 -0.498
O 0.280 1.275 1.497
O -0.401 -2.022 -1.611
C 0.459 -2.853 -0.964
O 1.309 -3.538 -1.478
O 0.199 -2.797 0.360
C -0.978 -1.985 0.569
C -2.086 -3.095 0.432
N -3.361 -2.720 -0.163
C -1.088 -1.452 1.986
I -3.037 -1.041 2.748
C -0.111 -1.223 2.861
C -0.314 -0.731 4.260
I 1.940 -1.540 2.447
H -2.689 2.752 -0.519
H -3.060 1.961 -2.054
H -4.284 2.141 -0.866
H -3.802 0.066 -0.261
H -2.393 0.760 0.563
H -1.398 0.585 -1.879
H 0.718 0.128 -1.582
H 1.279 -0.619 -0.117
H 1.194 1.275 1.792
H -2.218 -3.491 1.432
H -1.685 -3.918 -0.141
H -4.094 -3.230 0.306
H -3.597 -1.750 -0.032
H -0.996 -1.367 4.801
H -0.659 0.293 4.209
H 0.623 -0.761 4.792
F -0.091 8.099 -1.912
C 0.798 7.101 -2.105
C 2.008 7.392 -2.701
C 2.920 6.365 -2.893
C 2.608 5.071 -2.498
C 1.382 4.800 -1.905
C 0.468 5.823 -1.700
H 2.227 8.406 -3.007
H 3.876 6.576 -3.352
H 3.322 4.273 -2.654
H 1.133 3.795 -1.599
H -0.489 5.636 -1.232
F 7.669 -1.746 5.670
C 7.363 -1.875 4.365
C 8.385 -2.027 3.450
C 8.066 -2.164 2.107
C 6.740 -2.140 1.698
C 5.731 -1.983 2.637
C 6.038 -1.853 3.983
H 9.412 -2.036 3.789
H 8.855 -2.290 1.379
H 6.494 -2.245 0.650
H 4.696 -1.960 2.323
H 5.263 -1.737 4.730
F -2.212 -5.352 2.977
C -1.249 -6.275 2.757
C -0.099 -5.893 2.095
C 0.888 -6.842 1.873
C 0.710 -8.149 2.305
C -0.456 -8.509 2.965
C -1.446 -7.567 3.199
H 0.020 -4.870 1.760
H 1.797 -6.558 1.361
H 1.481 -8.886 2.126
H -0.598 -9.528 3.298
H -2.360 -7.825 3.717
F -3.389 2.836 -4.484
C -4.029 4.021 -4.568
C -3.284 5.180 -4.639
C -3.947 6.395 -4.727
C -5.335 6.434 -4.735
C -6.063 5.255 -4.660
C -5.409 4.034 -4.580
H -2.204 5.126 -4.625
H -3.378 7.312 -4.788
H -5.848 7.384 -4.800
H -7.144 5.284 -4.663
H -5.956 3.102 -4.528
*
```



The following is a DFT calculation (the ωB97M-V functional and the def2-TZVPD basis) of a molecular structure, C3H7Cl2NO3S.

Calculated values
* frontier orbital gap: 0.35344 Ha
* DFT total energy: -1717.47696 hartree

The geometry in ORCA input format:
```
! RIJCOSX wB97M-V def2-TZVPD def2/J DEFGRID3
* xyz 0 1
C 1.747 -0.208 -0.720
C 0.900 -0.894 0.380
C -1.049 -0.544 -0.130
N 1.190 -0.617 1.685
O -3.100 1.360 0.075
O -0.901 1.737 1.009
O -0.952 1.740 -1.232
S -1.705 1.148 0.018
Cl -1.743 -1.416 1.170
Cl -1.384 -1.148 -1.689
H 2.060 -0.893 -1.420
H 1.238 0.622 -1.263
H 2.666 0.142 -0.304
H 0.799 -1.881 0.066
H -1.514 1.792 -2.033
H 0.822 -1.283 2.307
H 0.926 0.343 2.080
*
```



The following is a DFT calculation (the ωB97M-V functional and the def2-TZVPD basis) of 2 unconnected molecules or ions with the total composition C4H5N3.

Calculated values
* frontier orbital gap: 0.36665 Ha
* DFT total energy: -319.59286 hartree
* SMILES: N#CC=C=N.C=N

The geometry in ORCA input format:
```
! RIJCOSX wB97M-V def2-TZVPD def2/J DEFGRID3
* xyz 0 1
N 2.119 -0.830 -2.018
C 1.917 -0.383 -0.964
C 1.588 0.130 0.333
C 1.348 1.427 0.559
N 1.240 2.603 0.829
H 1.076 -0.600 0.965
H 0.389 3.144 0.705
C -2.225 -0.996 0.124
N -1.002 -1.323 0.187
H -2.870 -0.956 -0.773
H -2.644 -0.624 1.056
H -0.621 -1.565 -0.727
*
```



The following is a DFT calculation (the ωB97M-V functional and the def2-TZVPD basis) of 2 unconnected molecules or ions with the total composition C13H24BrClFO4S2.

Calculated values
* frontier orbital gap: 0.21961 Ha
* DFT total energy: -4741.20963 hartree

The geometry in ORCA input format:
```
! RIJCOSX wB97M-V def2-TZVPD def2/J DEFGRID3
* xyz -1 1
C 0.655 -3.966 0.453
C 0.015 -2.707 -0.151
C -1.072 -2.157 0.773
F -0.819 -2.452 2.084
C -1.403 -0.651 0.648
C -2.323 -0.419 -0.577
Cl -1.493 -0.645 -2.142
C -3.113 0.907 -0.529
C -4.603 0.718 -0.208
O -2.376 -0.418 1.720
S -1.854 0.546 2.852
O -2.892 1.463 3.177
O -1.206 -0.174 3.888
O -0.821 1.288 1.915
C -0.227 0.394 0.918
S 1.236 -0.268 1.810
C 0.162 1.346 -0.225
C 1.271 0.912 -1.203
C 2.553 1.775 -1.282
C 3.050 2.330 0.051
C 3.653 0.916 -1.941
H -0.106 -4.664 0.804
H 1.267 -4.454 -0.306
H 1.290 -3.688 1.293
H 0.801 -1.981 -0.337
H -0.476 -2.991 -1.080
H -2.003 -2.679 0.531
H -3.048 -1.231 -0.530
H -3.012 1.406 -1.493
H -2.679 1.579 0.210
H -4.949 -0.292 -0.439
H -4.806 0.892 0.849
H -5.221 1.413 -0.778
H 2.020 -0.549 0.766
H 0.420 2.278 0.276
H -0.736 1.553 -0.805
H 0.829 0.933 -2.203
H 1.552 -0.131 -1.054
H 2.380 2.611 -1.967
H 3.983 2.873 -0.127
H 3.293 1.549 0.770
H 2.342 3.047 0.477
H 3.535 0.919 -3.029
H 3.601 -0.109 -1.555
H 4.678 1.243 -1.689
Br 6.650 1.735 -0.619
*
```